1.
80
Properties=species:S:1:pos:R:3:forces:R:3 method="wB97M-V/def2-TZVPD" homo_lumo_gap_ev=7.294 energy_ev=-74775.539 total_charge=-1 lumo_ev=0.2 homo_ha=-0.2613
C 6.29570 0.17418 1.25993 -0.01 -0.32 -0.44
C 5.36601 -0.12216 0.07924 -0.29 0.13 0.45
C 4.26101 0.92211 -0.09769 0.34 -0.86 -0.85
C 3.23659 0.44498 -1.14017 -0.01 0.77 -0.16
C 1.83140 1.03259 -0.94296 0.39 -0.30 0.04
C 0.90556 0.15918 -0.07139 0.21 0.30 -0.36
C -0.37561 -0.23326 -0.80622 -0.38 0.07 0.17
C -1.60743 -0.42408 0.11845 0.15 -0.02 -0.36
C -2.54209 0.76500 0.07812 -0.38 0.58 0.21
C -2.68088 1.60535 1.21357 -0.11 0.10 -0.12
C -1.95912 1.28723 2.51173 -0.03 -0.18 -0.61
C -2.67359 0.16249 3.27389 -0.33 0.43 -0.19
C -4.19386 0.22105 3.27144 -0.06 -0.48 0.44
I -2.02873 0.17000 5.32781 0.17 -0.15 -0.15
C -3.48823 2.74536 1.12732 0.06 -0.49 -0.56
C -4.17622 3.03377 -0.06378 0.29 -0.30 -0.20
C -4.10080 2.19011 -1.19380 -0.23 -0.53 0.48
P -5.04749 2.79384 -2.67898 0.07 0.86 0.09
C -6.72558 2.08364 -2.42728 0.15 0.11 -0.31
O -4.56185 1.95111 -4.01725 -0.13 -0.09 0.06
C -3.27679 1.04197 -1.10321 0.37 0.10 0.39
C -3.19040 0.07008 -2.26469 -0.27 -0.10 0.12
C -4.51401 -0.69809 -2.43482 0.15 0.61 0.10
C -4.45772 -2.12512 -1.94866 -0.51 -0.38 -0.42
N -5.68754 -2.79815 -1.90746 0.00 0.71 0.04
O -3.44741 -2.68495 -1.63011 0.60 -0.14 0.49
C -4.95734 4.29881 -0.07945 0.37 -0.17 0.25
O -6.01738 4.43258 -0.63722 -0.52 0.01 -0.62
C -4.35743 5.40731 0.68569 0.44 0.52 0.34
C -3.73109 5.13916 1.82234 0.18 -0.04 -0.25
C -3.63087 3.72393 2.25092 -0.04 -0.01 -0.53
O -3.68954 3.42098 3.41310 0.11 -0.13 0.73
H 7.16903 0.73105 0.92866 0.06 0.24 0.14
H 6.64511 -0.75946 1.68969 0.12 -0.06 0.13
H 5.77516 0.72617 2.03802 0.00 0.11 0.13
H 5.94426 -0.20946 -0.83836 0.04 0.00 -0.18
H 4.88254 -1.08581 0.21227 0.04 -0.18 0.16
H 3.77182 1.11941 0.85369 0.02 0.15 0.17
H 4.73539 1.81351 -0.50666 -0.21 0.49 0.42
H 3.20600 -0.64069 -1.19655 -0.09 -0.18 0.12
H 3.58765 0.78560 -2.11474 0.13 -0.14 -0.15
H 1.93873 2.02536 -0.50479 -0.06 0.13 0.01
H 1.39859 1.18453 -1.92914 -0.28 -0.04 -0.08
H 0.67565 0.68267 0.85470 -0.12 0.06 0.09
H 1.45989 -0.73376 0.20625 -0.05 -0.19 0.19
H -0.62665 0.54225 -1.52480 0.05 0.21 -0.11
H -0.20729 -1.12792 -1.40205 0.06 -0.18 0.01
H -1.23885 -0.60666 1.11724 -0.04 -0.04 0.22
H -2.16533 -1.31188 -0.16366 -0.02 -0.15 -0.07
H -1.83413 2.17218 3.11582 -0.17 0.12 0.15
H -0.96310 0.96133 2.23264 0.22 -0.11 0.26
H -2.39314 -0.78000 2.82028 0.26 -0.29 0.33
H -4.59958 0.03042 2.28017 0.04 0.24 -0.24
H -4.58182 1.13963 3.69175 0.00 0.28 -0.14
H -4.56045 -0.58769 3.90115 -0.07 -0.09 0.05
H -7.38494 2.67526 -3.05652 -0.18 0.00 -0.09
H -7.05147 2.21301 -1.40527 0.01 -0.06 0.23
H -6.79598 1.04010 -2.73623 -0.02 -0.08 0.09
H -5.16622 1.23242 -4.23187 0.14 -0.12 -0.02
H -2.42705 -0.67255 -2.09929 0.21 -0.09 0.07
H -2.92166 0.59716 -3.17081 -0.09 0.08 -0.14
H -4.87401 -0.66076 -3.46123 0.02 -0.31 -0.22
H -5.28726 -0.20483 -1.84729 -0.11 0.01 0.06
H -5.86874 -3.15387 -0.97825 -0.01 -0.47 -0.17
H -6.44632 -2.21330 -2.22962 -0.15 -0.06 0.19
H -4.44105 6.42441 0.33377 -0.37 0.03 -0.16
H -3.27868 5.89327 2.44629 -0.12 0.10 0.22
B 8.39729 -4.57298 0.43672 0.04 -0.02 -0.01
O 7.49051 -4.04269 1.47948 -0.05 -0.01 -0.28
C 6.37408 -3.62016 0.90903 -0.04 0.05 0.47
O 5.43355 -3.13048 1.46882 -0.01 -0.06 0.00
C 6.49047 -3.85618 -0.60268 0.06 -0.08 -0.52
O 5.65790 -3.58372 -1.42074 -0.01 0.02 0.07
O 7.67061 -4.40797 -0.84076 -0.09 0.07 0.27
O 9.68336 -3.84932 0.42296 -0.06 -0.28 0.04
C 10.67050 -4.71011 0.63638 0.18 0.48 -0.06
O 11.83712 -4.44538 0.68619 -0.02 -0.06 0.01
C 10.05253 -6.10527 0.80837 -0.23 -0.46 0.06
O 10.65226 -7.12054 1.01611 0.03 0.05 -0.01
O 8.73645 -5.98734 0.68642 0.17 0.23 -0.02



2.
12
Properties=species:S:1:pos:R:3:forces:R:3 method="wB97M-V/def2-TZVPD" homo_lumo_gap_ev=10.460 de_lowest_ev=1.514 energy_ev=-8338.947 total_charge=0 smiles="CC(=O)CC=O" lumo_ev=0.6 homo_ha=-0.3631
C 1.37960 0.18352 -0.66479 0.04 0.15 0.02
C 0.40454 0.71946 0.31607 -0.36 0.29 -0.16
O -0.11106 1.82046 0.26795 0.84 -0.03 0.46
C -0.40802 -0.37909 1.00069 -0.18 -0.03 0.00
C -1.46166 -0.38208 -0.10909 -0.39 -0.29 -0.32
O -1.19802 -0.72218 -1.23932 -0.79 -0.44 0.43
H 0.56611 -0.36354 -1.23160 1.62 0.20 -0.27
H 2.11518 -0.51796 -0.25391 -0.36 0.07 -0.03
H 1.87869 0.97568 -1.22691 -0.26 -0.18 -0.08
H 0.05759 -1.36861 1.07822 0.09 0.36 -0.07
H -0.78059 -0.02979 1.96328 -0.17 -0.10 -0.19
H -2.44236 0.06412 0.09941 -0.07 -0.01 0.23